[1]
C4H4ClFO | ωB97M-V/def2-TZVPD

```
11
Properties=species:S:1:pos:R:3:forces:R:3
C 1.6428 -0.3425 -0.8049 -2.243 -0.332 1.641
C 0.8148 -0.4382 0.2442 0.896 -0.746 1.196
C -1.8437 0.1316 -0.0284 2.497 1.791 1.219
C -0.1191 0.6880 0.5019 -2.409 -1.714 -1.794
O -2.7749 0.8325 -0.1343 -0.169 0.739 -0.711
F 0.3387 1.8234 -0.0575 -0.666 0.333 -0.285
Cl -2.0534 -1.5323 0.3436 0.092 -1.427 0.003
H 2.1832 -1.1989 -1.0285 1.450 -1.047 -0.626
H 1.4801 0.4574 -1.4742 0.454 0.693 -0.738
H 0.8779 -1.3139 0.9933 -0.305 1.571 -1.432
H -0.5466 0.8930 1.4448 0.403 0.140 1.527
```
Positions in Å, forces in eV/Å.

Computed properties:
largest force on an atom = 3.46 eV/A
frontier orbital gap = 9.8 eV
total charge = 0
ΔE to the lowest compared entry with this formula, charge and spin = 30.54 kcal per mole
total energy = -21497.894 eV
E_LUMO = 0.0069 Ha

[2]
C8H24ClI2OOsP2 | ωB97M-V/def2-TZVPD

```
39
Properties=species:S:1:pos:R:3:forces:R:3
I 2.4910 -0.5564 1.2517 1.763 -1.396 -1.455
I 2.4784 1.9143 0.2872 -0.650 -0.245 -0.070
Os -2.4592 -0.4473 -0.0783 -2.317 -1.704 0.083
P -0.8738 -0.8839 -1.4718 1.764 -1.327 -3.219
C 0.6632 -0.4141 -2.2980 0.411 0.775 0.800
C -0.8495 -2.6572 -1.9214 -0.545 0.318 0.377
H -0.7579 -2.6892 -3.0156 -0.094 -0.195 0.226
H -1.9623 -0.4854 -3.3845 -0.857 0.240 -0.378
H -1.7624 -3.1476 -1.5663 0.257 -0.184 -0.252
H -3.1054 0.0838 -2.0834 -0.308 0.117 -0.736
H 1.4995 -0.9918 -1.9138 0.055 -0.137 -0.110
H 0.0417 -3.1055 -1.4580 -0.297 0.059 -0.109
C -2.0645 0.0996 -2.4691 0.589 -0.018 -0.095
H 0.4906 -0.6499 -3.3581 0.062 0.041 0.275
H -1.7118 1.1269 -2.6022 -0.229 -0.209 -0.100
H 0.8709 0.6476 -2.1742 0.043 0.019 -0.196
P -1.2142 0.0768 1.5809 2.178 1.690 5.056
C 0.2273 1.0357 2.2507 1.039 -0.302 -0.282
C -2.3368 1.4821 1.7779 0.082 -0.120 -0.014
H -2.1282 -1.6271 3.0260 0.206 -0.142 0.336
H -1.2210 -0.3443 3.9246 -0.126 -0.251 -0.200
H -0.3256 -1.6352 3.0744 -0.252 0.054 -0.129
C -1.2273 -1.0101 3.0501 -0.904 -0.395 -0.304
H -3.3278 1.2320 1.3837 -0.484 0.617 0.500
H -2.2907 1.5569 2.8634 -0.863 0.475 0.146
H 0.0895 1.3517 3.2956 -0.848 -0.198 -0.304
H 0.4223 1.9190 1.6331 -0.053 -0.442 0.482
H -1.9139 2.3719 1.3115 -0.240 0.030 0.072
H 1.1704 0.3724 2.3345 -2.462 1.805 0.650
Cl -4.3123 -1.6035 0.4158 0.515 0.359 -0.223
C 5.2162 1.9612 -0.7877 0.817 0.632 -0.573
C 5.3493 0.6776 0.0035 0.511 0.004 0.745
O 4.7420 -0.3860 -0.7402 -0.696 -0.013 1.018
H 4.8294 1.7660 -1.7854 0.105 0.103 -0.106
H 6.1533 2.4343 -0.8660 1.385 0.448 -0.552
H 4.6025 2.7489 -0.3169 0.523 -0.520 -0.094
H 6.3358 0.3356 0.4186 -0.796 0.484 -1.037
H 4.7263 0.8661 0.8704 0.188 -0.189 0.658
H 3.8079 -0.0969 -0.7978 0.527 -0.286 -0.884
```
Positions in Å, forces in eV/Å.

Computed properties:
largest force on an atom = 5.76 eV/A
⟨S²⟩ = 6.025
frontier orbital gap (alpha / beta) = 7.1 / 5.2 eV
total charge = +3
ΔE to the lowest compared entry with this formula, charge and spin = 126.39 kcal per mole
total energy = -60464.979 eV
spin multiplicity = 5
E_LUMO (alpha / beta) = -0.4500 / -0.5136 Ha

[3]
C18H52N2O7 | ωB97M-V/def2-TZVPD

```
79
Properties=species:S:1:pos:R:3:forces:R:3
C -3.4830 -0.2318 -4.3238 0.593 1.087 -0.353
C -2.2352 0.6375 -4.6625 -0.124 -1.823 -0.372
C -2.3419 1.2318 -6.0850 -0.901 0.429 2.851
O -3.3978 2.2203 -5.9915 1.408 0.016 -2.012
C -3.5893 2.9944 -7.1862 -0.672 1.092 0.863
N -1.9428 1.5374 -3.5794 -0.781 1.108 0.466
H -3.4618 -0.5685 -3.2873 0.023 -0.161 -0.080
H -3.5851 -1.0613 -5.0235 0.142 -0.141 0.152
H -4.3433 0.4209 -4.4723 -0.158 -0.065 0.207
H -1.3300 0.0330 -4.7190 -0.097 -1.039 -0.455
H -2.6056 0.4170 -6.7593 0.173 0.183 -0.338
H -1.3066 1.5654 -6.1552 -0.160 0.939 -1.253
H -3.7607 2.4654 -8.1237 -0.111 -0.487 0.251
H -2.9018 3.8118 -7.4035 1.363 -0.546 0.262
H -4.4116 3.6708 -6.9531 -0.813 -0.642 -0.102
H -1.0777 2.0425 -3.7086 0.091 0.124 -0.301
H -1.7784 0.9570 -2.7694 0.055 -0.041 0.190
C 3.8176 1.9211 5.1969 0.029 1.173 -0.021
C 2.6016 2.8562 5.4187 0.501 -1.352 0.955
C 1.4995 2.6535 4.4668 -0.654 1.827 -1.572
O 1.8485 3.3389 3.2633 1.041 -1.831 0.537
C 0.8188 3.4570 2.3449 0.074 0.113 -0.419
N 2.0227 2.5294 6.7127 0.050 0.394 1.442
H 4.2217 2.0613 4.1943 -0.061 -0.155 -0.086
H 3.6504 0.8645 5.4059 -0.359 0.072 -0.065
H 4.5696 2.2846 5.8972 0.166 -0.254 0.027
H 2.9659 3.8835 5.4178 -0.194 0.002 -0.022
H 0.5560 3.1108 4.7646 -0.119 0.411 0.666
H 1.2189 1.6003 4.4790 0.513 -0.538 -1.146
H 0.3965 2.5069 2.0178 -0.194 -0.284 0.226
H 1.2928 3.8841 1.4612 -0.443 0.438 0.006
H 0.0615 4.0764 2.8255 -0.492 0.195 -0.583
H 1.4682 3.3040 7.0485 0.131 0.388 0.153
H 1.3148 1.8139 6.6288 0.154 -0.548 -0.135
C 1.1314 -4.8137 -2.6429 0.022 -0.577 -0.651
C -0.2023 -4.3630 -2.0518 1.648 -1.300 0.424
O -0.8488 -5.5053 -1.4420 -0.948 0.730 -0.771
H 1.8829 -5.3043 -2.0244 -0.001 0.807 0.861
H 1.5433 -3.9894 -3.2251 0.350 -0.088 0.050
H 0.9639 -5.6616 -3.3071 -0.484 0.246 -0.552
H -0.7465 -3.9942 -2.9212 -0.739 -0.310 0.404
H -0.0318 -3.5146 -1.3889 -0.351 -0.137 0.313
H -0.5071 -5.8122 -0.5991 0.547 0.568 -0.102
C 6.0361 0.7244 0.4181 1.171 -0.655 -0.653
C 4.9450 0.9411 1.4471 1.097 -1.726 0.066
O 3.7760 1.4456 0.9236 -0.675 1.304 -1.068
H 5.8840 -0.0041 -0.3782 -1.121 0.376 -0.391
H 6.8611 0.1599 0.8526 0.191 0.326 0.926
H 6.5244 1.6008 -0.0081 -0.459 0.255 0.017
H 5.4293 1.5151 2.2371 -0.516 0.424 0.290
H 4.7404 -0.0598 1.8272 0.058 -0.137 0.497
H 2.9694 1.1777 1.3699 0.369 -0.069 0.394
C 1.0758 0.2657 -0.4563 0.834 0.168 0.026
C 0.7023 -0.6731 -1.5892 1.314 0.453 1.092
O -0.6439 -0.6452 -1.8385 -1.189 0.074 -1.417
H 2.1532 0.1734 -0.3190 0.122 0.144 0.071
H 0.6132 0.0180 0.4991 -0.300 -0.172 -0.072
H 0.8748 1.3131 -0.6812 -0.161 -0.018 -0.096
H 1.0988 -1.6489 -1.3088 -0.276 -0.526 -0.003
H 1.2855 -0.4078 -2.4710 -0.339 0.213 -0.285
H -1.1134 -1.1371 -1.1609 0.176 -0.239 0.388
C -2.7615 -0.7449 3.7407 -0.254 -1.003 0.600
C -1.2502 -0.7095 3.9441 -0.723 -0.800 -1.069
O -1.0596 0.5017 4.5801 0.269 1.458 0.956
H -3.1595 -0.9066 4.7425 -0.242 0.548 0.165
H -3.1544 -1.6320 3.2440 0.364 0.041 -0.584
H -3.1892 0.1609 3.3109 0.267 -0.075 -0.024
H -0.6869 -0.7661 3.0127 0.005 0.202 -0.367
H -0.9526 -1.6050 4.4896 0.091 0.091 0.543
H -0.2716 0.6077 5.1181 0.079 -0.562 -0.200
C -3.4321 -3.3808 -0.7643 0.542 -0.164 -1.394
C -2.9876 -2.1992 0.0479 -3.070 0.249 0.595
O -1.6430 -2.0507 0.1959 2.352 -0.351 0.366
H -3.3031 -4.3378 -0.2588 0.050 0.046 -0.071
H -2.8181 -3.3485 -1.6643 0.373 -0.483 -0.042
H -4.4185 -3.3295 -1.2254 -0.353 0.253 0.723
H -3.4093 -2.2980 1.0481 -0.461 0.360 0.122
H -3.3350 -1.2661 -0.3957 -0.233 0.001 0.017
H -1.3372 -2.7856 0.7325 0.428 -0.031 -0.037
```
Positions in Å, forces in eV/Å.

Computed properties:
largest force on an atom = 3.14 eV/A
frontier orbital gap = 8.5 eV
total charge = 0
ΔE to the lowest compared entry with this formula, charge and spin = 57.24 kcal per mole
total energy = -36817.011 eV
E_LUMO = 0.0049 Ha

[4]
C3H6NO3P | ωB97M-V/def2-TZVPD

```
14
Properties=species:S:1:pos:R:3:forces:R:3
C -0.6033 -0.2405 0.8659 1.357 0.546 0.257
C 0.3821 -1.2478 0.0380 -1.846 -1.121 2.532
C -0.3722 1.1213 0.1304 -0.744 1.558 -2.358
N -1.1778 -0.3879 1.9492 -0.177 -0.099 -0.675
O -3.5781 2.4492 2.4259 0.847 0.773 -0.070
O -3.8100 1.3780 0.0854 0.597 -0.103 0.046
O -4.4225 0.0879 2.2627 0.625 0.414 -0.903
P -3.7465 1.2489 1.5704 -2.090 -1.260 1.116
H -0.2205 -1.2954 -0.8947 1.413 -0.473 0.089
H 0.5511 -2.2029 0.6706 -0.801 1.101 -1.416
H 1.2956 -0.7084 0.1651 0.836 0.291 -1.184
H -0.7855 1.1672 -0.9797 0.199 -0.389 1.942
H 0.7150 1.3779 -0.1519 -1.078 -0.298 1.127
H -0.9099 1.9645 0.6635 0.862 -0.941 -0.504
```
Positions in Å, forces in eV/Å.

Computed properties:
largest force on an atom = 3.33 eV/A
frontier orbital gap = 5.3 eV
total charge = -2
ΔE to the lowest compared entry with this formula, charge and spin = 33.50 kcal per mole
total energy = -20128.621 eV
E_LUMO = 0.2477 Ha